## A
Molecular formula: H3PS2
Method: DFT, wB97M-V/def2-TZVPD

The frontier orbital gap comes out at 7.3 eV. The spin multiplicity is 1. As for the SMILES: P=S.S.

Geometry (Å):
P -0.48110 1.69936 0.15811
S -1.31575 1.61556 -1.58357
H 0.65378 1.06764 -0.04164
S -0.03975 -1.91113 0.35751
H 1.42267 -1.85947 0.40992
H -0.23986 -0.61196 0.69967

So, what does the Löwdin scheme give us? The charges, in e, come out as: 0.28, 0.05, -0.27, 0.41, -0.12, -0.34

---

## B
Molecular formula: H3PS2
Method: DFT, wB97M-V/def2-TZVPD

The frontier orbital gap comes out at 7.4 eV. The spin multiplicity is 1. As for the SMILES: P=S.S.

Geometry (Å):
P 0.19132 -0.63649 -2.59467
S -1.69881 -0.29947 -2.67406
H 0.59652 0.56922 -3.00532
S 0.39058 0.61604 3.18291
H 0.39495 0.48132 1.74070
H 0.12545 -0.73062 3.35045

So, what does the Löwdin scheme give us? The charges, in e, come out as: 0.26, 0.01, -0.26, 0.38, -0.17, -0.21

---

Of them, A has the lowest stability.